54
Properties=species:S:1:pos:R:3:forces:R:3:nbo_charge:R:1 method="wB97M-V/def2-TZVPD" multiplicity=5 e_above_lowest_ev=0.000 charge=-1 gap_ev="7.405 / 7.486" lumo_energy_ha="0.06472 / 0.06444"
Mn 1.41179 -0.51413 0.60343 0.0 -0.2 0.0 1.567
O 0.56660 -3.01741 -2.52552 0.0 0.0 0.0 -0.663
C 0.59528 -2.44976 -1.44233 0.0 0.0 0.0 0.759
O 1.53882 -2.36942 -0.58693 0.0 0.0 0.0 -0.770
C -0.68419 -1.77718 -0.92847 0.0 0.0 0.0 0.150
C -1.98734 -2.02807 -1.31780 0.0 0.0 0.0 -0.217
C -3.01784 -1.50611 -0.54255 0.0 0.0 0.0 -0.150
C -2.74058 -0.80814 0.62919 0.0 0.0 0.0 -0.217
C -1.41425 -0.59228 0.94733 0.0 0.0 0.0 0.115
N -0.45999 -1.00915 0.12804 0.0 0.0 0.0 -0.464
C -0.83040 -0.09279 2.26681 0.0 0.0 0.0 0.756
O -1.55651 0.36264 3.12515 0.0 0.0 0.0 -0.617
O 0.44626 -0.30406 2.33020 0.0 0.0 0.0 -0.763
H -2.16587 -2.64846 -2.18444 0.0 0.0 0.0 0.243
H -4.04692 -1.69443 -0.82269 0.0 0.0 0.0 0.215
H -3.51103 -0.46895 1.30666 0.0 0.0 0.0 0.242
N 3.60401 3.63375 -8.24061 0.0 0.0 0.0 -0.340
C 3.32260 3.16499 -7.22845 0.0 0.0 0.0 0.292
C 2.97430 2.58149 -5.96307 0.0 0.0 0.0 -0.214
C 3.38111 3.19480 -4.77661 0.0 0.0 0.0 -0.188
C 3.04424 2.63534 -3.56009 0.0 0.0 0.0 -0.131
C 2.29744 1.45272 -3.50123 0.0 -0.1 0.0 -0.070
C 1.89922 0.84359 -4.69751 0.0 0.0 0.0 -0.186
C 2.23028 1.40248 -5.91713 0.0 0.0 0.0 -0.170
C 1.96802 0.85968 -2.24794 0.0 0.1 0.0 -0.184
C 1.71827 0.35369 -1.17500 0.0 0.1 0.1 -0.275
H 3.95769 4.10958 -4.81890 0.0 0.0 0.0 0.223
H 3.36043 3.09752 -2.63456 0.0 0.0 0.0 0.226
H 1.33205 -0.07694 -4.64808 0.0 0.0 0.0 0.239
H 1.91689 0.93157 -6.83971 0.0 0.0 0.0 0.223
N 5.42173 -0.04021 -4.84381 0.0 0.0 0.0 -0.801
C 5.24778 -0.25791 -3.47517 0.0 0.0 0.0 0.174
C 5.81059 0.62085 -2.54719 0.0 0.0 0.0 -0.277
C 5.64306 0.40773 -1.19233 0.0 0.0 0.0 -0.158
C 4.91150 -0.68894 -0.75397 0.0 0.0 0.0 -0.407
C 4.36407 -1.58334 -1.66492 0.0 0.0 0.0 -0.150
C 4.54237 -1.37096 -3.01861 0.0 0.0 0.0 -0.226
S 4.57222 -0.88072 0.95893 0.0 0.0 0.0 2.353
O 4.23692 -2.25135 1.19945 0.0 0.0 0.0 -0.930
O 5.64432 -0.24807 1.68661 0.0 0.0 0.0 -0.961
N 3.20856 -0.02318 1.24083 0.1 0.1 0.0 -0.973
C 3.23436 1.33729 1.45458 0.0 0.0 0.0 0.237
S 4.60036 2.30755 1.92448 0.0 0.0 0.0 0.414
C 3.57190 3.69379 1.92315 0.0 0.0 0.0 -0.494
C 2.31018 3.33461 1.59903 0.0 0.0 0.0 -0.026
N 2.12170 2.00513 1.33036 0.0 0.0 0.0 -0.514
H 5.54198 0.93124 -5.08907 0.0 0.0 0.0 0.375
H 4.70473 -0.46417 -5.41282 0.0 0.0 0.0 0.377
H 6.37589 1.47723 -2.89768 0.0 0.0 0.0 0.204
H 6.07609 1.08683 -0.47006 0.0 0.0 0.0 0.236
H 3.76509 -2.41211 -1.31278 0.0 0.0 0.0 0.273
H 4.09470 -2.05557 -3.72999 0.0 0.0 0.0 0.209
H 3.94772 4.67346 2.16635 0.0 0.0 0.0 0.230
H 1.46575 4.00542 1.53716 0.0 0.0 0.0 0.205